Density functional theory data (the ωB97M-V functional and the def2-TZVPD basis) for the ion C8H19IN with charge +1.

Its SMILES is C[N@H+](C(C)(C)C)C(C)(C)I. The spin multiplicity is 1. For the HOMO energy, the calculation gives -13.30 eV. Its net charge is +1. Its energy above the lowest of the compared OMol25 structures with the same formula, charge and spin is 157.70 kJ/mol. The calculation puts the largest force on an atom at 5.16 eV/Å.

Structure (XYZ):
```
29
Properties=species:S:1:pos:R:3:forces:R:3
C -1.748 0.806 0.309 -1.51 -2.80 3.51
N -0.302 0.577 0.351 1.71 -1.38 1.28
C 0.218 0.494 -1.059 -0.16 0.68 -0.06
C 1.706 0.892 -1.091 -0.05 0.45 -1.65
C -0.267 -0.841 -1.646 2.04 -1.45 -0.89
C -0.519 1.622 -1.732 0.83 0.80 -2.04
C 0.310 -0.585 1.484 -3.37 2.53 1.92
C 1.667 -1.160 1.378 0.33 -0.97 0.68
C -0.843 -1.599 1.788 4.09 -2.08 -2.36
I 0.282 0.817 3.349 0.09 -0.57 -1.02
H -2.224 0.010 -0.248 0.09 0.18 -0.78
H -2.227 0.589 1.300 0.86 0.82 -0.45
H -2.014 1.770 0.003 -0.23 1.11 -0.05
H 0.152 1.379 0.767 -0.07 0.52 0.06
H 1.815 1.404 -2.113 0.35 -0.93 1.50
H 1.997 1.648 -0.340 -0.42 -0.27 -0.18
H 2.388 0.060 -1.005 0.17 -0.18 -0.19
H 0.578 -1.339 -2.322 -1.95 1.03 1.47
H -1.195 -0.773 -2.219 0.33 0.35 -0.24
H -0.539 -1.524 -0.829 0.53 -0.06 -0.39
H -0.227 2.631 -1.422 0.12 -0.20 0.20
H -0.352 1.569 -2.817 0.17 0.00 0.27
H -1.551 1.511 -1.596 -1.06 0.07 -0.62
H 1.937 -1.369 2.422 -0.10 -0.07 -0.17
H 1.559 -2.139 0.942 0.18 -0.45 -0.60
H 2.552 -0.681 0.993 -0.33 0.73 -0.37
H -0.734 -2.207 2.689 0.32 0.60 0.13
H -1.789 -1.203 1.719 -1.95 0.80 -0.07
H -0.631 -2.359 0.944 -1.02 0.76 1.14
```
Positions in Å, forces in eV/Å.